[1]
This record from the Open Molecules 2025 dataset describes C6H8OS in the gas phase. The level of theory is ωB97M-V/def2-TZVPD.

XYZ file:
```
16
Properties=species:S:1:pos:R:3:mulliken_charge:R:1
C 2.790 -0.541 0.128 -1.304
C 1.465 0.222 0.439 0.348
O 1.178 1.219 -0.574 -0.442
C 0.384 -0.051 -0.521 -0.059
C -0.906 0.446 -0.161 -0.443
C -2.053 -0.255 -0.394 0.097
C -3.225 0.231 0.174 -0.414
S -4.821 0.050 -0.051 -0.258
H 3.597 0.229 0.379 0.293
H 2.907 -0.911 -0.813 0.378
H 2.946 -1.394 0.829 0.335
H 1.257 0.466 1.465 0.428
H 0.452 -0.725 -1.435 0.298
H -0.942 1.455 0.351 0.320
H -2.154 -1.314 -0.880 0.256
H -2.875 0.874 1.062 0.167
```

The HOMO energy is -0.3139 Ha. The HOMO-LUMO gap comes out at 7.782 eV. As for the total charge: 0.

[2]
This record from the Open Molecules 2025 dataset describes C6H8OS2 in the gas phase. The level of theory is ωB97M-V/def2-TZVPD.

XYZ file:
```
17
Properties=species:S:1:pos:R:3:mulliken_charge:R:1
C 0.825 -2.483 0.843 -0.830
S 0.590 -1.010 0.090 0.930
C 0.988 -0.781 -1.940 -0.956
O 1.028 0.053 0.971 -0.709
C -1.163 -0.757 -0.064 0.116
C -2.042 -1.327 -0.995 -0.377
C -3.338 -0.859 -0.907 -0.287
S -3.442 0.305 0.322 -0.122
C -1.726 0.250 0.654 -0.513
H 1.820 -2.536 1.395 0.282
H 0.496 -3.387 0.259 0.266
H 0.039 -0.305 -2.289 0.342
H 1.991 -0.366 -2.182 0.327
H 0.937 -1.798 -2.184 0.338
H -1.732 -2.186 -1.707 0.240
H -4.302 -1.211 -1.375 0.350
H -1.189 0.887 1.256 0.603
```

The HOMO energy is -0.2901 Ha. The HOMO-LUMO gap comes out at 8.482 eV. As for the total charge: 0.

[3]
This record from the Open Molecules 2025 dataset describes C6H8OS3 in the gas phase. The level of theory is ωB97M-V/def2-TZVPD.

XYZ file:
```
18
Properties=species:S:1:pos:R:3:mulliken_charge:R:1
C 0.741 -1.562 0.180 -0.439
C 0.739 0.645 1.250 -0.316
C 1.261 -0.659 0.924 0.168
C -1.031 -0.315 -1.094 0.025
C -0.506 1.076 -0.843 -1.052
C -0.036 1.463 0.534 0.338
O -0.091 2.680 1.114 -0.490
S 2.951 -1.020 1.767 -0.263
S -1.404 -1.085 -2.627 -0.178
S -2.331 -0.605 0.061 -0.152
H 0.689 -2.612 -0.088 0.396
H 0.781 0.874 2.319 0.342
H 0.216 1.339 -1.593 0.443
H -1.378 1.605 -1.197 0.461
H -0.735 3.257 0.684 0.327
H 2.761 -2.242 2.151 0.133
H -0.356 -0.915 -3.485 0.134
H -2.269 -1.925 -0.057 0.122
```

The HOMO energy (spin up / spin down) is -0.2832 / -0.2704 Ha. The HOMO-LUMO gap (spin up / spin down) comes out at 7.622 / 7.312 eV. As for the total charge: 0.

Let's list DFT total energy in order: -706.7236; -1104.8710; -1503.0216 a.u..
Let's list energy above the lowest of the compared OMol25 structures with the same formula, charge and spin in order: 76.9; 66.1; 81.7 kcal per mole.